Entry 1:
The following is a quantum chemistry calculation of a molecular structure, C33H57CaN4OP2S, from OMol25.

Each line ends with the Löwdin charge.
Atoms and positions in Å:
C (1.993, -1.773, 1.659)  -0.36
C (1.378, 0.115, 2.933)  -0.37
C (2.835, -2.246, 2.664)  -0.07
C (2.178, -0.349, 3.987)  -0.04
C (2.902, -1.521, 3.844)  -0.06
H (3.378, -3.168, 2.493)  0.10
H (2.222, 0.244, 4.891)  0.11
H (3.523, -1.867, 4.656)  0.11
N (1.310, -0.648, 1.806)  -0.02
P (0.100, -2.594, -0.343)  1.04
P (0.007, 2.195, 1.563)  0.94
C (1.833, -2.548, 0.317)  -0.25
H (2.479, -2.053, -0.434)  0.07
H (2.211, -3.576, 0.430)  0.08
C (0.692, 1.400, 2.964)  -0.29
H (0.845, 1.992, 3.877)  0.06
C (1.394, 3.268, 0.817)  -0.66
C (-1.508, 3.158, 1.997)  -0.70
C (0.167, -3.011, -2.175)  -0.68
C (-0.806, -3.776, 0.757)  -0.68
C (1.063, 3.632, -0.652)  -0.09
H (0.222, 4.330, -0.729)  0.06
H (1.939, 4.127, -1.097)  0.08
H (0.823, 2.754, -1.257)  0.04
C (1.564, 4.541, 1.644)  -0.10
H (0.728, 5.239, 1.554)  0.07
H (1.739, 4.314, 2.699)  0.08
H (2.456, 5.066, 1.271)  0.09
C (2.695, 2.464, 0.907)  -0.10
H (3.485, 3.001, 0.372)  0.08
H (3.001, 2.351, 1.952)  0.09
H (2.610, 1.464, 0.482)  0.04
C (-1.882, 4.086, 0.830)  -0.09
H (-2.004, 3.539, -0.115)  0.05
H (-2.845, 4.560, 1.067)  0.09
H (-1.155, 4.888, 0.683)  0.06
C (-2.693, 2.207, 2.248)  -0.11
H (-3.021, 1.691, 1.340)  0.03
H (-2.476, 1.467, 3.019)  0.07
H (-3.542, 2.816, 2.596)  0.10
C (-1.232, 3.913, 3.283)  -0.10
H (-0.403, 4.617, 3.205)  0.06
H (-2.131, 4.492, 3.528)  0.09
H (-1.037, 3.230, 4.111)  0.08
C (-2.314, -3.707, 0.392)  -0.09
H (-2.857, -4.427, 1.021)  0.10
H (-2.744, -2.718, 0.581)  0.03
H (-2.500, -3.978, -0.657)  0.07
C (-0.600, -3.393, 2.239)  -0.07
H (0.409, -3.664, 2.571)  0.09
H (-0.758, -2.331, 2.450)  0.04
H (-1.325, -3.958, 2.841)  0.10
C (-0.273, -5.195, 0.582)  -0.09
H (-0.639, -5.794, 1.428)  0.10
H (-0.631, -5.687, -0.325)  0.06
H (0.819, -5.234, 0.604)  0.08
C (1.596, -2.872, -2.685)  -0.11
H (2.278, -3.594, -2.222)  0.10
H (1.606, -3.058, -3.770)  0.10
H (1.995, -1.870, -2.525)  0.02
C (-0.745, -2.025, -2.934)  -0.13
H (-0.399, -0.983, -2.857)  0.02
H (-0.768, -2.295, -3.999)  0.10
H (-1.783, -2.038, -2.565)  0.05
C (-0.298, -4.432, -2.463)  -0.10
H (0.383, -5.180, -2.044)  0.08
H (-1.319, -4.638, -2.127)  0.07
H (-0.289, -4.568, -3.556)  0.10
Ca (-0.258, 0.015, 0.081)  0.73
C (-1.826, -0.548, 1.467)  -0.12
O (-2.759, -0.865, 2.117)  0.10
N (1.337, 0.329, -1.202)  0.07
C (2.150, 0.578, -1.963)  -0.11
C (3.183, 0.878, -2.938)  -0.57
C (4.315, 1.631, -2.243)  -0.03
C (3.697, -0.446, -3.495)  -0.04
C (2.571, 1.743, -4.039)  -0.02
H (3.974, 2.592, -1.828)  0.08
H (4.756, 1.045, -1.424)  0.10
H (5.107, 1.843, -2.971)  0.10
H (2.909, -1.008, -4.011)  0.08
H (4.491, -0.264, -4.224)  0.10
H (4.112, -1.086, -2.701)  0.10
H (3.340, 1.989, -4.780)  0.10
H (1.751, 1.229, -4.561)  0.10
H (2.174, 2.687, -3.639)  0.09
C (-4.796, 2.444, -0.636)  0.00
N (-4.700, 0.953, -0.668)  -0.10
C (-5.746, 0.112, -0.268)  -0.03
C (-5.350, -1.150, -0.480)  -0.05
N (-4.063, -1.085, -1.001)  0.07
C (-3.629, 0.221, -1.107)  -0.71
S (-2.122, 0.789, -1.700)  0.61
H (-4.950, 2.787, 0.394)  0.09
H (-3.889, 2.895, -1.046)  0.06
H (-5.646, 2.768, -1.241)  0.10
H (-6.660, 0.500, 0.110)  0.13
H (-5.850, -2.072, -0.325)  0.12
H (-3.500, -1.892, -1.301)  0.13

## Properties
- largest force on an atom (eV/A) = 10.0
- relative energy (zero: lowest compared OMol25 entry of this formula, charge and spin) (kcal/mol) = 24.2
- gap between HOMO and LUMO (eV) = 5.695
- net charge = +1
- lowest unoccupied orbital energy (eV) = -2.556
- energy (Eh) = -3344.23187

=====

Entry 2:
The following is a quantum chemistry calculation of 7 unconnected molecules or ions with the total composition C33H57ClO20S, from OMol25.

Each line ends with the Löwdin charge.
Atoms and positions in Å:
O (1.764, 2.265, -9.762)  0.14
C (2.257, 1.858, -8.769)  -0.38
C (3.245, 0.679, -8.743)  0.02
C (4.297, 0.797, -7.951)  0.02
C (4.409, 2.118, -7.165)  -0.33
O (5.426, 2.719, -7.066)  0.14
C (3.067, 2.602, -6.573)  -0.18
C (3.003, 3.156, -5.148)  -0.13
C (3.506, 1.997, -4.194)  -0.25
C (5.028, 2.065, -3.882)  -0.56
S (5.305, 2.921, -2.278)  0.69
C (2.020, 2.486, -7.381)  -0.47
Cl (0.395, 2.985, -6.905)  0.77
H (3.063, -0.231, -9.324)  0.13
H (5.062, 0.024, -7.822)  0.12
H (1.954, 3.330, -4.854)  0.08
H (3.590, 4.080, -5.017)  0.13
H (2.893, 1.924, -3.279)  0.10
H (3.328, 1.049, -4.749)  0.11
H (5.413, 1.027, -3.852)  0.07
H (5.623, 2.594, -4.642)  0.06
H (6.102, 3.976, -2.619)  -0.14
C (5.702, -0.022, 4.140)  -0.06
C (5.439, 0.127, 2.657)  -0.21
O (5.783, 1.443, 2.201)  0.04
C (7.081, 1.651, 1.973)  -0.61
O (7.966, 0.845, 2.105)  0.12
O (7.233, 2.923, 1.587)  0.00
C (8.591, 3.305, 1.371)  -0.04
H (5.200, 0.769, 4.699)  0.08
H (5.346, -0.989, 4.499)  0.08
H (6.767, 0.057, 4.362)  0.08
H (4.374, -0.001, 2.463)  0.11
H (5.967, -0.633, 2.078)  0.12
H (9.090, 2.619, 0.688)  0.10
H (9.123, 3.353, 2.321)  0.10
H (8.583, 4.297, 0.924)  0.09
C (2.111, -5.256, 4.691)  -0.06
C (1.319, -3.966, 4.739)  -0.21
O (1.944, -2.947, 3.947)  0.03
C (1.712, -3.019, 2.632)  -0.60
O (1.034, -3.841, 2.074)  0.13
O (2.384, -2.026, 2.041)  -0.01
C (2.281, -2.020, 0.616)  -0.04
H (3.152, -5.076, 4.967)  0.08
H (1.686, -5.994, 5.372)  0.08
H (2.114, -5.677, 3.685)  0.08
H (1.294, -3.588, 5.761)  0.12
H (0.285, -4.118, 4.425)  0.12
H (1.240, -2.041, 0.296)  0.10
H (2.827, -2.865, 0.198)  0.10
H (2.736, -1.098, 0.261)  0.09
C (-4.350, -2.940, -5.347)  -0.05
C (-3.446, -3.373, -6.482)  -0.20
O (-3.209, -2.291, -7.392)  0.04
C (-2.278, -1.411, -7.012)  -0.61
O (-1.627, -1.450, -5.997)  0.11
O (-2.203, -0.462, -7.947)  0.01
C (-1.287, 0.591, -7.634)  -0.10
H (-5.270, -2.498, -5.734)  0.09
H (-4.606, -3.788, -4.711)  0.09
H (-3.866, -2.185, -4.735)  0.04
H (-3.932, -4.161, -7.058)  0.12
H (-2.504, -3.779, -6.111)  0.12
H (-0.303, 0.194, -7.386)  0.08
H (-1.675, 1.191, -6.813)  0.07
H (-1.195, 1.221, -8.515)  0.08
C (-5.486, 2.512, 0.341)  -0.07
C (-6.193, 1.311, -0.252)  -0.21
O (-5.925, 1.201, -1.657)  0.04
C (-4.753, 0.648, -1.976)  -0.60
O (-3.926, 0.236, -1.203)  0.12
O (-4.646, 0.645, -3.309)  0.01
C (-3.401, 0.135, -3.792)  -0.05
H (-5.735, 3.417, -0.217)  0.08
H (-5.771, 2.649, 1.385)  0.08
H (-4.403, 2.394, 0.292)  0.07
H (-7.271, 1.436, -0.151)  0.12
H (-5.923, 0.391, 0.267)  0.12
H (-3.186, -0.846, -3.375)  0.09
H (-2.597, 0.833, -3.559)  0.11
H (-3.476, 0.041, -4.872)  0.08
C (6.783, -1.848, 11.149)  -0.07
C (6.842, -0.563, 10.350)  -0.21
O (6.174, -0.708, 9.089)  0.04
C (4.844, -0.602, 9.129)  -0.61
O (4.176, -0.391, 10.108)  0.12
O (4.378, -0.789, 7.890)  0.00
C (2.953, -0.768, 7.795)  -0.04
H (7.161, -2.684, 10.558)  0.08
H (7.375, -1.762, 12.061)  0.08
H (5.756, -2.090, 11.427)  0.08
H (7.879, -0.320, 10.121)  0.12
H (6.428, 0.277, 10.910)  0.12
H (2.541, 0.136, 8.242)  0.10
H (2.533, -1.655, 8.270)  0.10
H (2.697, -0.781, 6.737)  0.09
C (-11.412, -1.526, 0.848)  -0.07
C (-11.927, -0.283, 0.153)  -0.21
O (-12.587, 0.590, 1.079)  0.04
C (-11.783, 1.358, 1.817)  -0.61
O (-10.580, 1.383, 1.765)  0.12
O (-12.545, 2.083, 2.642)  0.01
C (-11.806, 2.909, 3.542)  -0.04
H (-12.215, -2.017, 1.400)  0.08
H (-10.999, -2.229, 0.123)  0.08
H (-10.632, -1.278, 1.569)  0.07
H (-12.673, -0.561, -0.592)  0.12
H (-11.128, 0.244, -0.370)  0.12
H (-11.092, 3.534, 3.008)  0.10
H (-11.296, 2.292, 4.282)  0.10
H (-12.519, 3.552, 4.053)  0.09

## Properties
- largest force on an atom (eV/A) = 2.2
- gap between HOMO and LUMO (eV) = 8.283
- lowest unoccupied orbital energy (eV) = -0.884
- SMILES = O=C1C=CC(=O)C(CCCS)=C1Cl.CCOC(=O)OC.CCOC(=O)OC.CCOC(=O)OC.CCOC(=O)OC.CCOC(=O)OC.CCOC(=O)OC
- energy (Eh) = -3654.80920

=====

Question: Among the records above, which one has the highest largest force on an atom?
Answer: C33H57CaN4OP2S

=====

Question: Which of these has the lowest energy?
Answer: C33H57ClO20S

=====

Question: Among the records above, which one has the lowest energy?
Answer: C33H57ClO20S

=====

Question: Number 2 is which compound?
Answer: C33H57ClO20S